1.
This record from the Open Molecules 2025 dataset describes a 2-piece molecular cluster, C5H13BrO2Si overall. The level of theory is ωB97M-V with the def2-TZVPD basis set.

Geometry (Å):
C  1.5010  -1.8067  1.1843
C  1.6728  -0.0678  -1.8493
C  -1.5668  2.7332  0.3722
C  0.7386  -0.5314  1.5726
C  -1.9510  -1.0962  -0.8700
O  0.8419  0.7542  -1.1208
O  -0.9079  1.5776  0.8968
Si  -0.1145  0.4114  0.1526
Br  -3.6007  -0.3701  -0.1069
H  2.3539  -1.3852  0.6038
H  1.9635  -2.3124  1.9589
H  0.9426  -2.4604  0.6419
H  2.7099  0.2336  -1.7506
H  1.4174  -0.0198  -2.9130
H  1.5830  -1.1079  -1.5693
H  -2.1337  2.5065  -0.5379
H  -0.9645  3.6153  0.3890
H  -2.2899  3.0747  1.0317
H  1.4264  0.1153  2.1248
H  0.0384  -0.8672  2.2223
H  -1.7250  -2.0164  -0.4333
H  -1.9355  -0.9803  -1.9998

Summary:
E_LUMO = 0.73 eV
Orbital gap = 8.7 eV
Electronic energy = -87410.4901 eV



2.
This record from the Open Molecules 2025 dataset describes a 4-piece molecular cluster, C5H13Cl2N3O6 overall. The level of theory is ωB97M-V with the def2-TZVPD basis set.

Geometry (Å):
C  1.0036  0.3172  -1.2665
N  0.2530  0.3005  -2.5268
O  0.4870  -0.5437  -3.4115
O  -0.5738  1.1855  -2.5572
H  0.3725  0.2243  -0.3827
H  1.6244  1.2103  -1.3375
H  1.6891  -0.5254  -1.3578
C  -3.3603  0.9956  -0.2842
N  -3.1936  2.4098  -0.0373
O  -2.1488  2.7702  0.4308
O  -4.2073  3.2001  -0.1861
H  -3.9164  1.0622  -1.2193
H  -3.8776  0.5937  0.5870
H  -2.3840  0.5242  -0.3963
C  3.6406  1.7959  1.4351
N  4.5490  1.0515  0.5819
O  4.3449  1.1640  -0.5859
O  5.4070  0.3880  1.0765
H  3.1359  0.9077  1.8152
H  2.9075  2.3775  0.8762
H  4.1047  2.3197  2.2708
Cl  -0.2590  -1.6301  2.1842
C  -1.5681  -2.5237  1.3364
C  -1.1200  -3.6224  0.3346
Cl  0.1765  -2.9982  -0.7716
H  -2.0330  -1.7402  0.7381
H  -2.3473  -2.7979  2.0475
H  -1.9584  -3.9359  -0.2875
H  -0.7480  -4.4806  0.8942

Summary:
E_LUMO (spin up / spin down) = 2.17 / 2.17 eV
Multiplicity = 2
Orbital gap (spin up / spin down) = 2.4 / 6.0 eV
<S²> = 0.7533
Electronic energy = -47186.7945 eV
Charge = -1



3.
This record from the Open Molecules 2025 dataset describes a 2-piece molecular cluster, C5H13Cl2NSi overall. The level of theory is ωB97M-V with the def2-TZVPD basis set.

Geometry (Å):
C  -1.8309  -0.7748  -1.2045
Si  -2.9788  -0.1537  0.1162
Cl  -4.8098  -1.0044  0.6587
Cl  -3.4127  1.8363  -0.1031
H  -1.9251  -1.9068  -1.2008
H  -1.7419  -0.2641  -2.2036
H  -0.8546  -0.5911  -0.7518
H  -2.1599  -0.0955  1.3220
C  0.0061  2.2485  0.1889
C  1.1648  1.4343  0.6597
N  1.3840  0.3905  -0.0628
C  2.3474  -0.6675  0.5241
C  2.1723  -1.9516  -0.2896
H  0.5353  3.1111  -0.0819
H  -0.6055  1.8165  -0.5877
H  -0.6516  2.7192  0.9465
H  1.4760  1.6469  1.6987
H  2.0901  -0.6147  1.5998
H  3.3698  -0.4841  0.3304
H  2.8950  -2.7034  -0.0882
H  1.1677  -2.3382  -0.2053
H  2.3624  -1.6534  -1.2657

Summary:
E_LUMO = 0.76 eV
SMILES = C[SiH](Cl)Cl.C/C=N/CC
Orbital gap = 10.5 eV
Electronic energy = -39809.6934 eV



4.
This record from the Open Molecules 2025 dataset describes C5H13ClEuI2N2O2P as an isolated structure. The level of theory is ωB97M-V with the def2-TZVPD basis set.

Geometry (Å):
I  2.0460  1.3205  1.3621
I  2.0027  0.1648  -1.8680
Eu  -0.8565  -1.1873  0.4979
P  -0.9339  1.9193  -0.6597
C  0.1805  3.3025  -1.1542
C  -2.0362  1.9349  -2.1534
H  -2.7920  2.1926  0.8881
H  -2.4729  3.6983  -0.0575
H  -1.4370  3.2122  1.3575
C  -2.0211  2.8645  0.4973
H  -2.8012  1.1669  -2.0332
H  -2.4884  2.9278  -2.2294
H  -0.4450  4.1567  -1.4443
H  0.8219  2.9647  -1.9767
H  -1.4599  1.6704  -3.0430
H  0.8338  3.5513  -0.3104
C  3.4137  0.7234  -0.2586
O  4.6040  0.7542  -0.2875
Cl  -3.3296  -1.0783  0.3844
N  0.2656  -5.3094  1.6261
C  0.8976  -4.1347  1.4528
N  2.2350  -4.0972  1.5931
O  0.2457  -3.1073  1.1152
H  0.8013  -6.1312  1.8787
H  -0.7283  -5.3195  1.5136
H  2.6991  -3.2243  1.4583
H  2.7547  -4.9362  1.8508

Summary:
E_LUMO (spin up / spin down) = -10.84 / -8.12 eV
Multiplicity = 7
Orbital gap (spin up / spin down) = 4.8 / 7.6 eV
<S²> = 12.0725
Electronic energy = -69798.5547 eV
Charge = +2



5.
This record from the Open Molecules 2025 dataset describes an isolated ion of composition C5H13ClN3O2S and charge +1. The level of theory is ωB97M-V with the def2-TZVPD basis set.

Geometry (Å):
N  -1.1770  3.0510  -1.7848
C  -0.3477  1.9593  -1.3347
N  0.7981  2.2978  -0.7321
N  -0.8583  0.6477  -1.5372
C  0.1855  -0.3797  -1.8041
C  -0.0546  -1.7195  -0.9646
C  0.6442  -1.7248  0.4598
C  0.1547  -0.5769  1.4455
S  -0.2048  -1.2875  3.1325
O  -0.2369  -0.2355  4.1833
O  -1.5049  -2.0174  3.1308
Cl  1.2861  -2.6910  3.5819
H  -0.6376  3.9143  -1.6167
H  -2.0513  3.0787  -1.2436
H  1.7082  1.9189  -1.0187
H  0.8264  3.0208  -0.0073
H  -1.5309  0.3650  -0.8208
H  1.2486  -0.0284  -1.6913
H  0.0707  -0.6785  -2.8954
H  -1.1468  -2.0125  -0.9153
H  0.4536  -2.5407  -1.5637
H  0.3653  -2.7147  0.9475
H  1.7706  -1.7470  0.3583
H  1.0199  0.1468  1.5671
H  -0.7810  -0.0463  1.1238

Summary:
E_LUMO = -5.41 eV
SMILES = NC(N)=[NH+]CCCCS(=O)(=O)Cl
Orbital gap = 8.2 eV
Electronic energy = -37309.7190 eV
Charge = +1



6.
This record from the Open Molecules 2025 dataset describes a 2-piece molecular cluster, C5H13IN overall. The level of theory is ωB97M-V with the def2-TZVPD basis set.

Geometry (Å):
C  1.8340  -1.7585  -0.0390
C  -1.5716  1.2053  -0.5492
C  0.7779  1.1062  -0.1383
C  -0.6079  0.0435  1.4513
C  -0.2321  -0.8593  -0.7331
N  -0.4622  0.3908  0.0141
I  -1.7098  -2.2986  -0.3698
H  1.6692  -2.6743  -0.6303
H  1.7121  -1.8554  1.0020
H  2.6342  -1.0040  -0.4176
H  -1.3340  1.5004  -1.6968
H  -2.5417  0.7222  -0.6274
H  -1.7026  2.1295  -0.0384
H  0.8352  2.0238  0.4451
H  1.6031  0.5049  0.0961
H  0.9779  1.3670  -1.2299
H  0.2462  -0.5712  1.5334
H  -0.5763  1.0104  1.9907
H  -1.5722  -0.2645  1.7051
H  0.0208  -0.7180  -1.7682

Summary:
E_LUMO (spin up / spin down) = -4.02 / -4.02 eV
Orbital gap (spin up / spin down) = 8.9 / 8.9 eV
Electronic energy = -14975.9253 eV
Charge = +1



7.
This record from the Open Molecules 2025 dataset describes a 2-piece molecular cluster, C5H13IN overall. The level of theory is ωB97M-V with the def2-TZVPD basis set.

Geometry (Å):
C  1.1455  -1.0002  0.4246
C  1.3826  1.1166  -1.0234
C  0.2760  1.2762  1.1223
C  -2.3627  -1.2544  0.4241
C  0.5538  0.3306  -0.0395
N  -0.6748  0.0245  -0.7333
I  -4.2091  -0.4191  0.2158
H  1.6894  -0.7816  1.4089
H  0.5035  -1.7695  0.4085
H  2.0988  -1.3171  -0.1296
H  0.6854  1.9955  -1.1429
H  1.5042  0.5508  -1.9606
H  2.3524  1.3591  -0.6662
H  -0.6012  2.0177  0.9664
H  0.0122  0.8003  2.0948
H  1.1860  1.9118  1.1848
H  -2.2386  -2.1249  -0.2005
H  -1.6469  -1.1638  1.3508
H  -0.3861  -0.3407  -1.6088
H  -1.2565  0.8622  -0.9216

Summary:
E_LUMO (spin up / spin down) = -4.32 / -9.19 eV
Multiplicity = 3
Orbital gap (spin up / spin down) = 7.7 / 4.1 eV
<S²> = 2.0072
Electronic energy = -14973.9835 eV
Charge = +1



8.
This record from the Open Molecules 2025 dataset describes a 3-piece molecular cluster, C5H13INO2 overall. The level of theory is ωB97M-V with the def2-TZVPD basis set.

Geometry (Å):
I  0.5797  7.7856  36.9345
C  2.5196  11.5110  35.7842
C  2.7656  11.2288  37.2819
C  3.3867  12.4326  38.0534
O  1.4781  11.1012  37.8493
H  1.7234  12.2533  35.7270
H  2.1459  10.6357  35.2529
H  3.3532  11.9441  35.2314
H  3.3206  10.3351  37.5672
H  3.0827  13.4512  37.8121
H  4.4183  12.4943  37.7069
H  3.2736  12.4066  39.1372
H  0.9154  10.4656  37.4009
O  -2.1114  8.6474  39.4584
C  -2.9070  9.3881  38.8810
N  -2.6671  9.8146  37.6728
C  -4.2282  9.9349  39.3665
H  -3.4045  10.2835  37.1663
H  -1.8383  9.5204  37.1762
H  -4.9003  10.3191  38.5992
H  -3.9182  10.8534  39.8648
H  -4.7739  9.2227  39.9855

Summary:
E_LUMO = 3.21 eV
Orbital gap = 6.8 eV
Electronic energy = -19084.1656 eV
Charge = -1



9.
This record from the Open Molecules 2025 dataset describes one molecule with the formula C5H13N. The level of theory is ωB97M-V with the def2-TZVPD basis set.

Geometry (Å):
C  1.4485  -2.1378  -0.4058
C  -0.0742  -1.6196  -0.3449
C  -0.2677  -0.7139  0.7747
N  0.3042  0.6000  0.6203
C  -0.0275  1.8154  0.0438
C  -1.4589  2.0305  -0.4676
H  1.6934  -2.8619  0.3086
H  1.6245  -2.3521  -1.4394
H  2.1066  -1.3341  -0.0690
H  -0.7512  -2.5766  -0.5905
H  -0.2190  -0.9788  -1.2297
H  -1.3602  -0.5826  0.8912
H  -0.0129  -1.0983  1.7106
H  1.2343  0.5125  0.1569
H  0.7903  1.9801  -0.7034
H  0.4965  2.6179  0.7031
H  -2.1125  2.4239  0.2723
H  -1.9847  1.0540  -0.7450
H  -1.3553  2.7483  -1.2094

Summary:
E_LUMO = 1.08 eV
SMILES = CCCNCC
Orbital gap = 9.0 eV
Electronic energy = -6883.3507 eV



10.
This record from the Open Molecules 2025 dataset describes one molecule with the formula C5H13N. The level of theory is ωB97M-V with the def2-TZVPD basis set.

Geometry (Å):
C  1.8275  -1.2066  -0.2116
C  0.8836  -1.1880  0.9827
C  -0.5043  -0.5219  0.7337
N  -0.4289  0.5004  -0.2727
C  -0.3179  1.8872  0.1748
C  -1.4309  0.4730  -1.3453
H  2.2633  -0.2619  -0.5183
H  1.2854  -1.6646  -1.0590
H  2.6889  -1.8455  0.0127
H  0.5614  -2.2340  1.1105
H  1.3915  -0.9839  1.9299
H  -1.2239  -1.3100  0.4863
H  -0.9506  -0.0791  1.6576
H  -0.1333  2.4476  -0.7419
H  -1.2419  2.2835  0.6668
H  0.5435  1.9678  0.8412
H  -2.1163  1.3349  -1.3415
H  -2.0629  -0.4092  -1.2171
H  -0.9132  0.6305  -2.3121

Summary:
E_LUMO = 1.08 eV
SMILES = CCCN(C)C
Orbital gap = 9.2 eV
Electronic energy = -6884.8068 eV



11.
This record from the Open Molecules 2025 dataset describes one molecule with the formula C5H13N. The level of theory is ωB97M-V with the def2-TZVPD basis set.

Geometry (Å):
C  1.7037  1.8177  -0.9290
N  1.4242  1.0041  0.3376
C  0.7782  -0.2041  -0.0227
C  -0.5407  -0.5938  0.7343
C  -0.8686  -2.0472  0.7861
C  -1.5994  0.1887  -0.0658
H  2.7037  2.1657  -1.1064
H  1.6881  1.0095  -1.7022
H  0.8924  2.6490  -1.0208
H  0.7610  1.5666  0.8163
H  0.5140  -0.1594  -1.0628
H  1.5991  -1.0291  -0.0256
H  -0.6123  -0.2566  1.8275
H  -0.2791  -2.4427  1.6261
H  -1.9568  -2.4702  0.8070
H  -0.5130  -2.4808  -0.0856
H  -1.3977  1.2189  -0.1100
H  -1.6705  -0.1892  -1.1415
H  -2.6262  0.2529  0.3376

Summary:
E_LUMO = 1.12 eV
SMILES = CNCC(C)C
Orbital gap = 10.0 eV
Electronic energy = -6884.1269 eV